[1]
This record from OMol25 describes a 2-piece molecular cluster, C7H8BNO2 overall. The level of theory is the ωB97M-V functional and the def2-TZVPD basis.

Positions of all 19 atoms, in Å:
O1 -1.7124 1.8775 -1.5701
B1 -0.4423 1.7596 -1.1770
O2 0.4192 2.7767 -1.3811
C1 0.2106 0.4887 -0.6334
C2 -0.4022 -0.7605 -0.8661
C3 0.1644 -1.9283 -0.3640
C4 1.4292 -1.8353 0.1623
C5 2.1107 -0.5857 0.1080
N1 1.5020 0.5222 -0.2183
H1 -2.3277 1.0478 -1.7278
H2 0.1169 3.5840 -1.7715
H3 -1.3545 -0.8338 -1.3536
H4 -0.1989 -3.0082 -0.4053
H5 1.9822 -2.7840 0.2849
H6 3.0619 -0.4644 0.4620
C6 -0.9680 0.4916 2.7691
C7 -0.4153 1.1459 1.8800
H7 -1.2377 -0.3256 3.3714
H8 0.3238 1.7461 1.3951

- structure (SMILES) = OB(O)c1ccccn1.C#C
- spin multiplicity = 1
- energy relative to the best compared isomer or geometry (same formula, charge and spin) (eV) = 3.451
- LUMO energy (eV) = 0.475
- charge = 0



[2]
This record from OMol25 describes a 3-piece molecular cluster, C18H22F9NO10P overall. The level of theory is the ωB97M-V functional and the def2-TZVPD basis.

Positions of all 61 atoms, in Å:
O1 0.6148 -0.5136 2.8122
C1 -0.5587 -0.7708 2.6732
O2 -1.1441 -1.6545 3.5024
C2 -2.5053 -1.9638 3.2194
C3 -3.0127 -3.1447 4.1000
O3 -1.9897 -4.0340 4.4439
C4 -4.1064 -3.8638 3.2967
F1 -4.9321 -2.9382 2.7380
F2 -4.8769 -4.6149 4.0720
F3 -3.6048 -4.5856 2.2895
C5 -1.2872 -0.0950 1.5184
C6 -2.3749 0.7494 1.7495
C7 -2.9904 1.3683 0.7132
N1 -2.5593 1.1445 -0.5285
C8 -1.5310 0.3464 -0.7934
C9 -0.8470 -0.3029 0.2026
C10 0.3405 -1.1432 -0.2278
P1 0.1604 -2.9559 0.0009
O4 -0.3308 -3.6636 -1.1801
O5 1.6552 -3.4931 0.3211
O6 -0.7350 -3.3258 1.2708
H1 -2.7064 -2.2260 2.1772
H2 -3.1568 -1.1123 3.4544
H3 -3.5109 -2.7608 4.9987
H4 -1.8363 -3.9694 5.3912
H5 -2.6886 0.8658 2.7806
H6 -3.8237 2.0453 0.8648
H7 -3.0251 1.6345 -1.2860
H8 -1.2580 0.2380 -1.8386
H9 1.2533 -0.7753 0.2605
H10 0.4927 -0.9807 -1.3060
H11 2.1951 -2.7229 0.5527
H12 -1.4467 -3.9364 1.0274
C11 7.1329 -2.1896 -3.0234
C12 6.1005 -2.3002 -1.9229
O7 4.8903 -1.5941 -2.2730
C13 4.0561 -2.2384 -3.0809
O8 4.2194 -3.3274 -3.5356
C14 2.8057 -1.3828 -3.3234
F4 3.1048 -0.1076 -3.5901
F5 2.0004 -1.3727 -2.2253
F6 2.0790 -1.8332 -4.3340
H13 7.3231 -1.1430 -3.2648
H14 8.0682 -2.6564 -2.7168
H15 6.7892 -2.6738 -3.9373
H16 6.4725 -1.8298 -1.0146
H17 5.8769 -3.3395 -1.6827
C15 -2.0557 7.6221 -1.0566
C16 -1.3321 6.7024 -2.0158
O9 -0.4268 5.8225 -1.3086
C17 -0.9592 4.7609 -0.7475
O10 -2.1219 4.4548 -0.7641
C18 0.1313 3.9132 -0.0823
F7 0.9813 4.6423 0.6335
F8 0.8525 3.2498 -0.9988
F9 -0.4077 3.0013 0.7386
H18 -1.3416 8.1730 -0.4437
H19 -2.6727 8.3333 -1.6040
H20 -2.6971 7.0605 -0.3771
H21 -0.7154 7.2847 -2.6966
H22 -2.0271 6.1229 -2.6225

- spin multiplicity = 1
- LUMO energy (eV) = -4.651
- charge = +1



[3]
This record from OMol25 describes C4H5Cl3S in the gas phase. The level of theory is the ωB97M-V functional and the def2-TZVPD basis.

Positions of all 13 atoms, in Å:
S1 0.6888 2.3667 -0.1438
C1 0.8940 0.7804 -0.1498
C2 2.2837 0.1453 -0.4846
Cl1 2.3981 -1.7130 -0.2569
C3 -0.3170 -0.1654 -0.0162
Cl2 -0.6503 -0.2180 1.7561
C4 -1.5739 0.3128 -0.7673
Cl3 -2.9934 -0.7547 -0.6294
H1 2.5509 0.2576 -1.5566
H2 3.1146 0.5693 0.1394
H3 0.0367 -1.1382 -0.3678
H4 -1.9281 1.2950 -0.3761
H5 -1.3408 0.3668 -1.8178

- structure (SMILES) = S=C(CCl)[C@@H](Cl)CCl
- spin multiplicity = 1
- energy relative to the best compared isomer or geometry (same formula, charge and spin) (eV) = 0.312
- LUMO energy (eV) = -1.089
- charge = 0



[4]
This record from OMol25 describes a 2-piece molecular cluster, C8H18 overall. The level of theory is the ωB97M-V functional and the def2-TZVPD basis.

Positions of all 26 atoms, in Å:
C1 -0.0624 0.7551 -0.9445
C2 -0.6631 1.6383 -1.7805
C3 -0.4175 1.5927 -3.2520
C4 -1.6435 2.6021 -1.1910
H1 0.1553 1.1096 0.0466
H2 0.2388 -0.2507 -1.2553
H3 -1.3638 1.5339 -3.7672
H4 0.2008 0.7579 -3.5186
H5 0.1099 2.5148 -3.6175
H6 -1.7167 2.4943 -0.0996
H7 -2.6654 2.4272 -1.5538
H8 -1.4106 3.6308 -1.5122
C5 -0.0156 -2.6678 0.1307
C6 0.9381 -1.7512 0.9372
C7 0.4402 -1.3795 2.3525
C8 1.2590 -0.2263 3.0203
H9 -0.0982 -3.6682 0.6121
H10 0.2817 -2.8794 -0.8602
H11 -1.0090 -2.1903 0.0781
H12 1.1123 -0.8052 0.4722
H13 1.9309 -2.2535 0.9852
H14 0.5391 -2.2895 2.9973
H15 -0.6196 -1.0116 2.2678
H16 2.3544 -0.3756 2.9626
H17 1.0315 -0.0028 4.0658
H18 1.0932 0.6949 2.4241

- structure (SMILES) = C=C(C)C.CCCC
- spin multiplicity = 1
- energy relative to the best compared isomer or geometry (same formula, charge and spin) (eV) = 1.689
- LUMO energy (eV) = 0.990
- charge = 0



Orbital gap (eV)
9.78 8.63 8.41 9.68
Calculated total energy (eV)
-13649.4545 -74731.1132 -52630.9492 -8586.5857